No. 1
Below is 7 unconnected molecules or ions with the total composition C47H105BF4N5O at a distorted geometry, with properties calculated with ωB97M-V with the def2-TZVPD basis set.

```
163
Properties=species:S:1:pos:R:3:forces:R:3
C -0.0995 -1.3399 0.3317 -1.52 -0.13 0.84
C 0.7684 -0.7067 -0.7113 1.21 1.04 0.66
O 1.1431 0.5973 -0.4923 -0.58 -0.16 -0.10
H 0.1398 -0.8946 1.2974 -0.10 0.02 0.12
H -0.0043 -2.4217 0.4255 0.40 -0.27 -0.11
H -1.1605 -1.2187 0.1137 -0.33 0.46 0.25
H 0.2694 -0.8605 -1.6681 -0.08 -0.26 -0.85
H 1.6281 -1.3698 -0.6150 1.01 -0.44 -0.86
C 0.2688 5.7572 8.9574 -0.36 0.46 0.86
C 0.5096 5.0231 7.6506 1.27 -0.22 -0.14
C 1.8193 5.5247 6.9527 -0.25 -0.38 -1.19
N 2.4052 4.7054 5.6820 -3.63 -0.16 0.99
C 2.7777 3.2714 6.0861 0.86 -0.12 -1.70
C 3.4042 2.5560 4.7725 0.79 0.86 1.91
C 4.7245 3.3401 4.3034 -2.60 -0.70 -0.18
C 4.2826 4.7995 4.0138 0.99 -0.42 -0.37
C 3.6194 5.5229 5.1838 -0.62 -1.24 -0.44
C 1.1465 4.6639 4.6777 1.60 0.41 0.12
H -0.3528 5.2298 9.6809 -0.32 -0.61 -0.52
H -0.2784 6.6938 8.8504 0.61 0.32 -0.12
H 1.1776 5.8358 9.5541 0.24 0.60 -0.31
H -0.3379 5.1430 6.9758 0.03 -0.39 0.13
H 0.6734 4.0018 7.9946 -0.24 -0.36 -0.70
H 2.6309 5.6260 7.6733 0.06 -0.12 -0.15
H 1.6473 6.4688 6.4360 -0.03 0.29 0.55
H 3.3616 3.4063 6.9967 1.06 -0.12 -0.49
H 1.9859 2.6495 6.5037 -0.86 0.62 -0.65
H 3.5468 1.5003 5.0037 0.61 0.10 0.35
H 2.6355 2.4481 4.0073 0.03 0.68 -0.17
H 5.5159 3.2044 5.0406 -0.08 0.34 0.03
H 5.0359 2.8813 3.3649 0.19 0.07 0.07
H 5.1119 5.3411 3.5588 0.50 0.45 0.94
H 3.6866 4.8388 3.1020 -0.91 -0.43 0.31
H 4.2226 5.6114 6.0874 0.31 -0.01 -0.24
H 3.2782 6.5116 4.8770 -0.22 -0.09 0.19
H 1.4067 4.1808 3.7359 0.31 0.09 0.24
H 0.8713 5.6987 4.4741 0.14 0.00 0.09
H 0.2731 4.1428 5.0699 0.54 -0.07 0.56
C -3.8631 -9.4098 -2.8063 0.23 0.22 -1.09
C -3.6715 -8.1091 -3.6538 -0.38 0.63 0.47
C -2.1818 -7.6361 -3.8013 -1.66 -0.64 -1.03
N -1.9815 -6.3888 -4.7503 1.08 -0.68 3.53
C -0.5055 -6.0409 -4.5828 2.20 2.12 -0.45
C 0.0094 -4.9246 -5.5657 -1.66 -0.87 -0.83
C -0.3796 -5.3350 -6.9927 1.00 0.69 -0.19
C -1.8275 -5.7358 -7.1710 -0.03 -0.15 1.17
C -2.2532 -6.8034 -6.1202 -0.24 -0.31 -2.39
C -2.8859 -5.2661 -4.1910 0.36 -0.27 -1.84
H -3.8061 -10.2991 -3.4340 0.12 0.03 -0.18
H -4.8744 -9.4131 -2.3997 0.28 0.09 0.32
H -3.0985 -9.5470 -2.0416 -0.27 0.33 0.24
H -4.3293 -7.3472 -3.2357 0.63 0.32 0.93
H -4.2287 -8.1473 -4.5898 0.67 -0.80 -0.61
H -1.6738 -8.4359 -4.3402 0.36 0.06 0.30
H -1.7310 -7.4612 -2.8244 0.02 0.34 -0.22
H 0.2273 -6.8424 -4.6756 -0.99 -0.90 -0.32
H -0.2337 -5.6188 -3.6153 -1.10 -0.30 0.50
H 1.0840 -4.7672 -5.6579 0.04 -0.29 1.08
H -0.4617 -3.9887 -5.2651 0.10 0.18 -0.18
H 0.3457 -6.0698 -7.3419 -0.37 -0.95 0.33
H -0.0355 -4.5574 -7.6747 -0.77 0.59 -0.07
H -1.9644 -6.0523 -8.2051 -0.51 -0.20 0.26
H -2.4900 -4.9094 -6.9135 0.09 0.44 -0.70
H -1.7630 -7.7520 -6.3394 0.51 0.06 0.42
H -3.3016 -7.0776 -6.2374 -0.13 0.48 0.23
H -2.6700 -5.0068 -3.1546 0.18 -0.39 -0.17
H -3.9119 -5.5977 -4.3504 0.15 0.01 0.30
H -2.7274 -4.4209 -4.8608 0.02 0.17 0.38
C -5.9675 10.7466 2.3629 0.09 -1.16 -0.82
C -6.4920 9.3784 1.8286 0.61 0.34 -0.84
C -5.3762 8.3986 1.4205 0.01 -0.48 1.42
N -5.8474 6.9726 1.0994 -0.78 -0.82 -0.91
C -6.5498 7.0241 -0.3372 0.27 -0.27 1.97
C -6.8773 5.6191 -0.8078 1.36 1.10 -0.64
C -5.5346 4.8387 -0.9863 -2.88 -1.47 1.49
C -4.9301 4.6665 0.3996 2.03 1.39 -0.20
C -4.6180 6.0457 0.9807 -0.50 0.43 0.37
C -6.8198 6.3229 2.1867 1.56 0.50 -1.37
H -5.8371 10.6090 3.4363 -0.23 0.92 -0.04
H -6.6616 11.4821 1.9562 -0.19 0.24 1.11
H -5.0257 11.0619 1.9140 0.27 -0.37 0.04
H -7.0719 9.6218 0.9384 -0.17 -0.30 -0.05
H -7.1747 8.9642 2.5705 0.12 -0.17 -0.08
H -4.6138 8.2739 2.1895 -0.39 -0.13 0.78
H -4.7038 8.7878 0.6560 -0.70 -0.18 -0.84
H -5.7923 7.5698 -0.8999 -0.45 -0.01 -0.40
H -7.4832 7.5591 -0.1621 0.32 0.46 -0.21
H -7.4409 5.7154 -1.7358 0.01 -0.09 -0.04
H -7.5622 5.2447 -0.0469 0.18 -0.75 -0.24
H -4.8176 5.2539 -1.6946 -0.27 0.18 0.06
H -5.8298 3.8273 -1.2657 0.30 0.01 -0.66
H -3.9434 4.2723 0.1566 0.24 -0.33 0.58
H -5.3281 4.0394 1.1974 -0.66 -0.28 -0.74
H -3.8900 6.5597 0.3531 -0.11 0.17 -0.04
H -4.2083 5.9721 1.9881 0.03 0.07 0.02
H -6.8099 5.2413 2.0515 0.11 0.21 -0.20
H -7.8423 6.6595 2.0155 0.30 0.40 0.41
H -6.3304 6.5214 3.1402 -0.59 0.34 0.06
C 1.4186 -9.7961 6.7232 0.63 -1.38 2.85
C 1.6157 -9.7659 5.2924 -0.16 0.84 -2.58
C 2.9584 -10.3206 4.7811 -0.70 0.84 -0.36
N 3.1191 -10.3824 3.2135 -2.74 1.33 0.25
C 4.5610 -10.6894 2.9343 0.55 -0.06 0.20
C 5.5366 -9.4991 3.2872 -0.69 -1.23 -0.94
C 5.1665 -8.2159 2.5454 -0.70 0.85 1.05
C 3.7013 -7.7979 2.9007 0.76 -1.15 -0.97
C 2.7488 -9.0122 2.5421 1.38 2.00 1.42
C 2.0103 -11.3639 2.6393 1.44 -0.15 0.72
H 1.7319 -10.7845 7.0594 0.22 -0.11 0.59
H 0.3800 -9.7625 7.0523 0.01 0.51 -0.34
H 2.0140 -9.0452 7.2425 -0.11 -0.07 0.19
H 1.5664 -8.6973 5.0832 -0.32 -0.06 -0.98
H 0.7667 -10.3137 4.8834 0.08 0.21 -0.66
H 3.0671 -11.3268 5.1859 0.44 -0.07 -0.38
H 3.7479 -9.6452 5.1106 0.03 -0.37 0.12
H 4.7741 -11.5753 3.5326 0.20 0.07 0.10
H 4.7173 -11.0013 1.9016 -0.45 0.27 -0.17
H 5.5915 -9.4366 4.3740 0.08 0.51 -0.13
H 6.5154 -9.8192 2.9298 0.05 -0.17 0.18
H 5.8720 -7.4281 2.8091 -0.04 0.06 0.26
H 5.2911 -8.2853 1.4647 -0.21 -0.50 -0.08
H 3.5975 -7.3390 3.8840 0.03 -0.69 0.36
H 3.3536 -6.9919 2.2545 0.06 -0.05 -0.29
H 1.7924 -8.5901 2.8508 -0.43 -1.22 -0.11
H 2.8394 -9.0462 1.4565 -0.27 -0.90 0.11
H 1.7167 -12.1225 3.3649 0.57 0.07 0.31
H 2.4874 -11.8828 1.8079 -0.42 0.32 -0.24
H 1.0753 -10.8390 2.4433 0.51 0.34 -0.42
C 2.0714 9.3047 -7.9478 1.27 -0.73 0.44
C 1.8823 8.1204 -6.9547 -2.05 0.87 0.27
C 2.7746 6.8900 -6.9817 -0.31 0.79 0.41
N 2.4570 5.8673 -5.8647 -0.63 -0.85 0.36
C 3.3299 6.2018 -4.5762 -1.05 -2.37 -0.34
C 4.7655 5.7380 -4.6812 0.77 -0.41 -0.16
C 5.0469 4.3533 -5.3670 -1.01 1.46 -1.09
C 4.2287 4.3227 -6.6705 -0.29 -0.50 -0.65
C 2.7192 4.4300 -6.4081 3.06 1.35 -0.07
C 0.9849 5.6735 -5.4440 0.87 2.90 1.04
H 2.3694 8.9170 -8.9219 0.01 0.34 -0.11
H 2.8468 9.9437 -7.5252 0.34 -0.02 -0.44
H 1.2174 9.9742 -8.0504 -0.30 -0.58 0.12
H 0.8648 7.7743 -7.1369 -0.16 -0.27 -0.05
H 1.7848 8.6079 -5.9846 0.43 -0.34 0.41
H 3.8158 7.1707 -6.8234 0.00 -0.23 -0.21
H 2.6280 6.4445 -7.9657 0.27 -0.39 0.18
H 3.2357 7.2092 -4.1709 -0.30 0.20 -0.86
H 2.8727 5.5414 -3.8394 -0.22 0.07 0.13
H 5.3552 6.5057 -5.1823 0.16 -0.10 -0.17
H 5.1248 5.7236 -3.6523 0.09 0.04 0.06
H 6.1052 4.2946 -5.6214 -0.05 -0.10 0.28
H 4.7314 3.4507 -4.8437 0.19 0.28 0.64
H 4.4446 5.0663 -7.4377 0.67 0.18 0.28
H 4.4061 3.3730 -7.1752 -0.08 -0.14 -0.01
H 2.2181 4.4522 -7.3758 -0.52 -0.71 0.49
H 2.5506 3.6556 -5.6597 -1.15 0.31 -0.12
H 0.7354 6.6152 -4.9550 -0.28 0.23 -0.07
H 0.9709 4.9888 -4.5960 -0.15 -0.63 -0.78
H 0.2744 5.5928 -6.2667 0.48 -0.73 0.00
B -3.9509 -7.5975 2.9297 0.59 0.29 0.11
F -2.8889 -8.4452 2.6924 2.50 -0.71 0.09
F -3.7822 -6.3732 2.3009 0.94 1.66 0.14
F -4.9404 -8.1620 2.2459 -3.58 -1.64 -1.04
F -4.1539 -7.5020 4.2980 -0.18 0.36 0.52
```
Positions in Å, forces in eV/Å.

Computed properties:
Kohn-Sham gap in eV: 3.589
Energy in Ha: -2626.1309
Energy relative to the best compared isomer or geometry (same formula, charge and spin) in eV: 7.8884
Net charge: +3
Maximum force in eV/A: 4.071
LUMO in eV: -4.849

***

No. 2
Below is 14 unconnected molecules or ions with the total composition C47H105N7O20 at a distorted geometry, with properties calculated with ωB97M-V with the def2-TZVPD basis set.

```
179
Properties=species:S:1:pos:R:3:forces:R:3
C 7.2215 1.0982 0.2867 0.59 -0.01 -0.09
C 7.4826 1.4661 1.7487 -0.06 -0.86 -0.71
N 6.3092 2.0837 2.3481 -2.68 0.08 0.70
C 6.4030 3.0635 3.2893 -2.38 0.64 0.45
C 5.0906 3.2793 3.7503 1.87 0.46 1.15
N 4.2476 2.3601 3.2305 3.28 -1.33 -3.30
C 4.9907 1.6855 2.2652 1.37 0.36 1.27
C 2.8264 2.2531 3.3641 -1.04 0.61 -0.06
H 8.1067 0.6531 -0.1675 0.17 -0.10 0.27
H 7.0383 1.9877 -0.3160 -0.35 0.05 0.18
H 6.4303 0.3627 0.1415 -0.15 0.18 0.12
H 8.3393 2.1306 1.8610 -0.29 0.29 -0.10
H 7.7094 0.6069 2.3800 0.01 -0.25 -0.24
H 7.3485 3.5428 3.4959 -0.30 0.06 0.13
H 4.6978 3.9733 4.4787 0.32 0.03 -0.02
H 4.6857 0.8972 1.5930 -0.48 0.09 0.19
H 2.4286 2.5089 2.3820 -0.42 -0.39 0.16
H 2.4693 3.0143 4.0577 0.11 -0.08 0.05
H 2.4984 1.2794 3.7280 0.21 -0.01 -0.26
C 3.8915 -2.8312 -3.5633 0.40 -0.48 -0.95
C 3.3343 -3.2476 -2.2080 0.70 0.09 -0.19
N 1.9831 -3.7472 -2.3333 -3.97 -0.05 -0.54
C 1.4481 -5.0500 -2.3715 1.00 0.29 0.37
C 0.0816 -5.0137 -2.5675 2.39 0.96 -0.29
N -0.1769 -3.6755 -2.7004 -0.81 2.08 0.15
C 0.9236 -2.8999 -2.5303 0.21 -2.55 0.19
C -1.5494 -3.1206 -2.8782 0.16 -0.27 0.05
H 4.9269 -2.4931 -3.5215 -0.16 0.12 0.40
H 3.3400 -2.1212 -4.1797 -0.34 0.48 0.72
H 3.9091 -3.6883 -4.2365 0.06 -0.45 0.17
H 3.3015 -2.4352 -1.4821 0.20 0.01 -0.10
H 3.9452 -4.0569 -1.8080 -0.03 0.08 0.15
H 2.1590 -5.8392 -2.1760 -0.39 -0.24 -0.11
H -0.6659 -5.7690 -2.7604 0.20 0.08 0.26
H 0.9744 -1.8232 -2.4624 -0.23 0.09 -0.15
H -1.5286 -2.2231 -3.4963 0.15 -0.07 0.20
H -1.9997 -2.9028 -1.9098 0.17 0.10 0.00
H -2.1592 -3.8825 -3.3637 0.15 0.03 -0.05
C 0.8144 0.4541 -1.0342 2.40 0.31 1.33
C -0.5400 0.2817 -0.8907 -2.54 -1.57 -4.62
C -1.1901 -0.0723 0.4483 -2.91 -0.25 0.88
O -2.4781 -0.1682 0.5905 0.43 0.33 -1.07
C -0.4361 -0.3934 1.5346 4.30 0.21 -0.99
C 1.0591 -0.4303 1.3488 -2.46 1.46 -1.63
C 1.7417 0.2574 -0.0075 -3.05 -0.33 0.55
O 2.9374 0.5679 -0.0952 1.00 -0.99 1.14
O 1.7746 -0.9575 2.1634 1.59 -0.45 0.94
O -1.1701 0.1984 -2.0484 0.32 0.38 3.99
H 1.2093 0.7673 -1.9894 -0.12 0.10 -0.21
H -0.8417 -0.7277 2.4781 -0.06 -0.08 -0.03
C 5.6203 -6.8844 0.7696 -0.29 -0.15 -1.27
C 4.2332 -7.5210 0.7516 0.28 0.38 1.26
O 3.1585 -6.5869 0.4906 0.13 -0.61 -1.87
C 2.6915 -5.7501 1.3826 -0.29 0.28 1.63
O 3.0671 -5.6873 2.5259 -0.16 0.36 -0.07
O 1.7052 -5.0253 0.8228 0.10 -0.52 -0.65
C 0.9712 -4.0295 1.5561 0.64 -0.05 0.13
H 5.8359 -6.6089 -0.2627 0.25 0.15 -0.11
H 6.3198 -7.6836 1.0150 0.14 0.21 0.26
H 5.7766 -5.9816 1.3600 -0.34 -0.38 0.40
H 4.0813 -8.0400 1.6981 -0.42 0.20 0.09
H 4.1713 -8.2744 -0.0337 -0.12 0.28 -0.08
H 0.1751 -4.4519 2.1693 0.24 -0.27 0.03
H 0.5159 -3.4047 0.7877 0.10 0.09 0.09
H 1.6690 -3.4588 2.1688 -0.27 0.01 0.02
C -5.4445 4.3821 1.4081 0.81 1.57 -0.05
O -5.7210 3.1655 2.0380 -0.54 -0.73 0.05
C -4.6021 2.4362 2.4531 1.13 0.90 -0.45
C -4.9709 1.1443 3.1534 -1.13 2.07 -1.35
N -5.1014 0.0950 2.1728 0.81 -0.82 3.61
C -5.6878 -1.1482 2.6504 -2.11 0.68 -2.12
C -7.1683 -0.9859 3.0747 -0.46 0.35 -0.69
O -8.0045 -0.4639 1.9651 0.36 -1.22 2.27
C -9.4383 -0.5845 2.2608 0.61 -0.06 0.24
H -6.3104 4.9099 1.0083 -0.45 -0.76 0.29
H -4.7390 4.3891 0.5772 0.08 -0.91 -0.18
H -4.9887 5.0885 2.1019 0.05 0.06 0.54
H -3.9393 2.9824 3.1243 -0.28 0.61 0.47
H -3.9209 2.2469 1.6235 -0.07 -0.38 -0.49
H -5.9040 1.3660 3.6711 -0.07 -0.56 0.09
H -4.1747 0.9789 3.8793 0.18 -0.80 -0.04
H -4.2219 -0.0782 1.7074 0.82 0.30 -1.61
H -5.1192 -1.6158 3.4542 0.34 0.29 0.11
H -5.6071 -1.7408 1.7391 -0.27 -0.80 0.32
H -7.2993 -0.3859 3.9752 0.28 0.72 -0.14
H -7.4535 -1.9528 3.4891 -0.45 -0.49 -0.75
H -9.8906 -1.2301 1.5079 -0.03 0.34 -0.13
H -9.9207 0.3881 2.3580 0.26 0.19 -0.71
H -9.6792 -1.0244 3.2286 0.60 -0.41 0.17
C 0.3154 -0.5184 -5.4282 0.79 0.50 0.05
O 1.1940 0.6126 -5.4324 -1.06 -0.43 0.10
C 0.4970 1.7823 -4.9503 0.83 -0.54 0.82
C 1.5878 2.6255 -4.2798 -1.48 -0.12 0.03
N 1.9795 3.6614 -5.1900 1.49 1.09 -0.39
C 2.7455 4.7307 -4.4948 0.93 -0.45 -0.65
C 3.6291 5.5534 -5.5020 -2.00 -1.50 0.58
O 4.4108 6.5501 -4.9453 -0.85 0.10 1.04
C 5.1075 7.1303 -5.9795 0.78 0.86 -0.90
H -0.4379 -0.3890 -6.2053 -0.20 -0.31 0.03
H -0.1290 -0.6250 -4.4387 -0.42 0.18 0.09
H 0.9098 -1.4198 -5.5773 0.08 0.05 -0.44
H -0.2478 1.4957 -4.2078 -0.06 -0.28 0.12
H -0.0227 2.3303 -5.7362 0.24 -0.01 -0.24
H 2.3992 1.9415 -4.0311 0.17 -0.02 0.27
H 1.2063 3.0632 -3.3573 -0.05 0.09 0.09
H 2.6590 3.1811 -5.7624 0.06 0.17 -0.79
H 3.4877 4.2520 -3.8560 -0.12 0.12 0.81
H 1.9784 5.2693 -3.9384 0.52 0.52 0.11
H 2.9192 5.9311 -6.2379 0.16 0.34 -0.41
H 4.3188 4.8575 -5.9795 -0.14 -0.47 -0.35
H 5.8253 6.4339 -6.4129 0.56 -0.07 0.19
H 5.5737 8.0514 -5.6296 0.17 -0.20 -0.01
H 4.4757 7.3680 -6.8354 -0.43 0.32 0.01
C -7.5187 -1.8582 -1.0094 -0.80 -0.39 0.41
O -6.9309 -0.7198 -1.5217 1.53 0.80 -0.25
C -5.5973 -0.8921 -2.0122 0.07 1.48 -0.43
C -4.9789 0.4716 -2.4672 -0.64 0.20 1.16
N -4.6660 1.4210 -1.3526 0.53 -0.40 -1.00
C -4.2381 2.7333 -1.8835 -0.49 -0.14 1.41
C -5.4040 3.5848 -2.3656 0.72 -0.10 1.24
O -6.4908 3.5049 -1.4084 0.32 -0.13 -1.41
C -7.5117 4.4299 -1.7218 -0.37 0.27 -0.62
H -6.9576 -2.4069 -0.2530 0.78 -0.09 -0.10
H -7.8027 -2.5386 -1.8121 -0.14 -0.28 0.00
H -8.3870 -1.5400 -0.4324 -0.29 0.06 -0.41
H -5.5704 -1.5048 -2.9134 -0.30 -0.39 -0.13
H -4.9381 -1.3645 -1.2839 -0.02 -0.06 0.39
H -5.6744 0.9863 -3.1301 -0.18 -0.22 -0.06
H -4.0628 0.2770 -3.0248 0.14 -0.27 -0.19
H -3.8161 1.0552 -0.9477 0.20 -0.41 0.53
H -3.4202 2.6820 -2.6023 -0.18 -0.20 -0.69
H -3.7662 3.2856 -1.0709 -0.07 -0.19 0.43
H -5.5672 3.2770 -3.3984 -1.15 0.26 -0.04
H -5.0075 4.5988 -2.3143 -0.20 0.36 -0.59
H -8.5001 4.1263 -1.3766 0.30 -0.38 0.53
H -7.6659 4.5542 -2.7936 0.28 -0.16 -0.32
H -7.3140 5.4360 -1.3520 0.24 0.12 0.31
C -2.8709 -3.6143 2.1376 0.57 0.98 -0.38
O -3.2561 -3.1654 0.8304 -0.10 -0.80 0.53
H -3.3982 -3.0409 2.9000 -0.59 -0.43 0.25
H -2.9590 -4.6955 2.2440 -0.33 0.22 -0.11
H -1.8402 -3.3234 2.3406 0.35 -0.28 -0.15
H -2.9511 -2.2576 0.7628 0.18 0.67 -0.24
C 2.4154 -2.8516 5.1071 0.18 0.75 -0.64
O 1.3352 -2.1091 4.5507 -0.86 -0.42 0.82
H 2.0707 -3.5975 5.8233 -0.18 0.07 -0.17
H 2.9702 -3.3081 4.2874 0.18 -0.36 0.27
H 3.0693 -2.1343 5.6031 0.31 -0.23 0.26
H 1.5591 -1.7838 3.6757 0.12 0.14 -0.18
C 3.0905 3.9526 0.0327 -0.07 -1.11 -1.57
O 3.8510 2.8759 -0.5437 1.05 1.33 0.62
H 2.2077 3.4729 0.4555 -0.32 0.61 0.29
H 3.6181 4.5812 0.7501 0.24 -0.27 0.08
H 2.8228 4.5333 -0.8501 -0.44 0.61 0.44
H 3.3378 2.0725 -0.4308 -0.05 -0.55 -0.03
C -2.3380 -1.3634 5.2823 0.39 -0.68 -0.11
O -2.8713 -1.9785 6.4357 0.02 -0.19 0.07
H -1.8953 -2.0851 4.5957 -0.13 -0.33 -0.17
H -3.1886 -0.8938 4.7883 0.48 0.88 -0.39
H -1.4651 -0.7690 5.5520 -0.55 0.59 0.10
H -3.6198 -2.4709 6.0908 -0.11 -0.32 0.51
C 4.6245 -2.3718 1.5768 -0.15 -1.68 -0.95
O 4.3252 -1.5741 2.6214 0.21 1.65 2.48
H 5.5457 -2.9174 1.7817 0.53 0.59 -0.55
H 3.9121 -3.1966 1.5600 -0.44 -0.30 -0.57
H 4.5258 -1.7583 0.6813 0.73 -0.60 -0.73
H 3.4487 -1.2399 2.4175 -0.55 0.44 0.23
C 5.2354 0.4892 -2.7047 -0.12 0.64 -0.02
O 4.9260 -0.4320 -1.7196 0.42 -1.76 0.87
H 5.9804 0.0640 -3.3772 -0.21 -0.03 -0.15
H 4.2912 0.7282 -3.1941 0.31 0.46 -0.67
H 5.6640 1.3710 -2.2283 -0.02 0.41 -0.35
H 4.2211 -0.0780 -1.1724 -0.39 0.28 0.29
C -1.4942 2.3055 4.9457 0.40 -0.27 -0.33
O -0.1025 2.3914 5.2647 -0.31 0.36 -0.24
H -2.1299 2.1487 5.8171 0.04 0.21 0.13
H -1.7769 3.2065 4.4012 0.14 0.22 0.39
H -1.6887 1.5003 4.2372 0.09 -0.36 -0.05
H 0.1749 1.6718 5.8363 -0.27 -0.18 0.02
```
Positions in Å, forces in eV/Å.

Computed properties:
Kohn-Sham gap (alpha / beta) in eV: 7.666 / 3.680
Energy in Ha: -3741.2330
2S+1: 2
Net charge: +1
Maximum force in eV/A: 5.505
LUMO (alpha / beta) in eV: -1.915 / -5.899
<S²>: 0.755